# 1
{"formula": "C3H8NO2", "method": "ωB97M-V/def2-TZVPD", "elements": ["C", "C", "O", "N", "C", "O", "H", "H", "H", "H", "H", "H", "H", "H"], "coordinates": [[0.434, -0.598, 0.193], [-0.417, -0.995, 1.384], [-1.801, -1.179, 1.039], [-0.144, 0.578, -0.419], [0.627, 1.211, -1.449], [1.836, 1.693, -1.142], [0.453, -1.420, -0.524], [1.439, -0.380, 0.566], [-0.133, -1.931, 1.851], [-0.362, -0.211, 2.152], [-2.007, -0.530, 0.356], [-0.617, 1.214, 0.214], [0.682, 0.532, -2.320], [0.011, 2.017, -1.900]], "gap_ev": [10.54, 7.86], "lumo_ev": [0.91, -1.70], "de_lowest_kcal_mol": 12.3, "s_squared": 0.754, "molar_mass_g_mol": 90.1, "spin_multiplicity": 2}



# 2
{"formula": "C2H6NaO2", "method": "ωB97M-V/def2-TZVPD", "elements": ["C", "C", "O", "H", "H", "H", "H", "H", "O", "H", "Na"], "coordinates": [[0.484, -0.878, 0.409], [0.054, -1.071, -1.039], [-0.578, 0.000, -1.582], [0.849, -0.756, 1.568], [1.369, -0.229, 0.266], [-0.460, -1.121, 0.931], [-0.617, -1.955, -1.161], [0.925, -1.312, -1.699], [-0.604, 2.271, 1.253], [-0.127, 2.860, 1.836], [-1.294, 2.192, -0.783]], "gap_ev": [7.60, 5.22], "lumo_ev": [-0.32, -2.33], "de_lowest_kcal_mol": 96.7, "s_squared": 0.756, "molar_mass_g_mol": 85.1, "spin_multiplicity": 2}



# 3
{"formula": "C3H6O2", "method": "ωB97M-V/def2-TZVPD", "elements": ["C", "C", "O", "C", "O", "H", "H", "H", "H", "H", "H"], "coordinates": [[0.893, -0.567, 0.354], [-0.525, -0.593, 0.901], [-1.172, 0.454, 0.076], [-0.201, 1.187, -0.399], [0.974, 0.803, -0.121], [0.408, -0.850, -1.837], [1.700, -0.708, 1.064], [-1.062, -1.525, 0.712], [-0.691, -0.290, 1.952], [0.094, -0.453, -2.416], [-0.404, 2.114, -0.912]], "gap_ev": 7.72, "lumo_ev": 0.75, "de_lowest_kcal_mol": 117.2, "molar_mass_g_mol": 74.1}



# 4
{"formula": "CH4FO3P", "method": "ωB97M-V/def2-TZVPD", "elements": ["C", "O", "O", "O", "F", "P", "H", "H", "H", "H"], "coordinates": [[0.301, 0.235, -1.009], [-1.083, -2.215, 1.653], [-0.075, -0.080, 0.122], [-0.698, -2.326, 0.363], [-0.602, 0.822, -1.928], [1.241, 1.910, -0.428], [0.997, -0.285, -1.780], [-1.889, -1.817, 1.802], [0.030, 2.481, 0.330], [1.779, 1.275, 0.876]], "gap_ev": [8.98, 8.57], "lumo_ev": [-1.75, -0.61], "de_lowest_kcal_mol": 78.9, "molar_mass_g_mol": 114.0}



# 5
{"formula": "C42H52BHfN9O2S4", "method": "ωB97M-V/def2-TZVPD", "elements": ["Hf", "S", "C", "C", "C", "C", "N", "C", "C", "C", "S", "C", "N", "H", "H", "C", "C", "C", "C", "C", "C", "C", "C", "C", "C", "C", "C", "N", "C", "C", "C", "C", "C", "N", "C", "C", "C", "C", "H", "H", "H", "H", "H", "H", "H", "H", "H", "H", "H", "H", "H", "H", "H", "H", "H", "H", "H", "H", "H", "H", "H", "H", "H", "H", "H", "H", "H", "C", "N", "C", "C", "N", "B", "N", "C", "C", "N", "C", "C", "S", "C", "S", "H", "H", "H", "H", "H", "H", "H", "H", "H", "H", "H", "H", "O", "C", "O", "C", "N", "C", "C", "C", "H", "H", "H", "H", "H", "H", "H", "H", "H"], "coordinates": [[-0.001, 0.840, 0.474], [-1.290, 1.714, 2.491], [0.142, 2.258, 3.364], [0.247, 2.041, 4.734], [1.363, 2.462, 5.443], [1.443, 2.188, 6.851], [1.484, 1.948, 7.974], [2.392, 3.135, 4.773], [2.291, 3.360, 3.409], [1.187, 2.916, 2.689], [1.123, 3.143, 0.951], [3.566, 3.575, 5.477], [4.508, 3.922, 6.036], [-0.555, 1.537, 5.256], [3.092, 3.872, 2.893], [-2.599, -3.359, -2.666], [-3.103, -2.234, -1.749], [-4.508, -1.812, -2.185], [-3.042, -2.662, -0.288], [-3.651, -3.861, 0.069], [-3.533, -4.360, 1.353], [-2.770, -3.671, 2.280], [-2.163, -2.456, 1.976], [-1.435, -1.715, 3.079], [-0.406, -2.572, 3.810], [-2.457, -1.137, 4.061], [-2.345, -1.932, 0.690], [-1.871, -0.623, 0.314], [-2.848, 0.215, 0.081], [-2.685, 1.486, -0.483], [-3.702, 2.399, -0.754], [-3.095, 3.474, -1.376], [-1.721, 3.193, -1.454], [-1.452, 1.972, -0.917], [-0.731, 4.145, -2.106], [0.581, 3.448, -2.434], [-0.468, 5.347, -1.189], [-1.338, 4.688, -3.414], [-2.411, -2.980, -3.676], [-3.340, -4.154, -2.760], [-1.690, -3.824, -2.274], [-2.444, -1.373, -1.881], [-5.216, -2.629, -2.032], [-4.521, -1.547, -3.244], [-4.866, -0.951, -1.621], [-4.217, -4.414, -0.671], [-4.018, -5.289, 1.626], [-2.660, -4.071, 3.280], [-0.895, -0.881, 2.631], [-0.860, -3.439, 4.294], [0.078, -1.976, 4.586], [0.374, -2.917, 3.136], [-3.071, -1.936, 4.483], [-3.113, -0.415, 3.576], [-1.949, -0.629, 4.883], [-3.873, -0.054, 0.335], [-4.747, 2.266, -0.518], [-3.577, 4.366, -1.740], [1.043, 3.026, -1.539], [1.277, 4.175, -2.858], [-0.535, 2.216, -3.434], [-0.060, 5.041, -0.229], [-1.400, 5.883, -1.007], [0.234, 6.033, -1.669], [-1.661, 3.901, -4.097], [-0.596, 5.301, -3.930], [-2.204, 5.315, -3.205], [3.873, 1.227, -0.432], [3.917, -0.180, -0.070], [4.809, -1.077, -0.614], [4.669, -2.228, 0.078], [3.686, -2.050, 1.023], [3.403, -3.104, 2.143], [2.334, -4.198, 1.727], [2.393, -5.438, 2.325], [1.386, -6.197, 1.844], [0.703, -5.409, 0.945], [-0.420, -5.848, 0.148], [1.301, -4.189, 0.880], [0.729, -2.897, -0.082], [3.225, -0.791, 0.912], [2.040, -0.064, 1.936], [3.488, 1.332, -1.445], [4.881, 1.636, -0.367], [3.225, 1.753, 0.263], [5.464, -0.801, -1.420], [5.193, -3.163, -0.007], [4.429, -3.728, 2.278], [3.048, -2.555, 3.149], [3.153, -5.668, 3.049], [1.093, -7.209, 2.055], [-1.081, -6.457, 0.761], [-0.080, -6.429, -0.711], [-0.963, -4.971, -0.193], [0.408, 2.414, -3.399], [1.565, 0.128, -2.352], [1.066, 0.384, -1.202], [0.580, -0.643, -3.283], [0.755, -2.116, -2.975], [1.541, -2.766, -4.079], [2.130, -1.591, -4.838], [1.025, -0.543, -4.740], [-0.461, -0.371, -3.086], [-0.151, -2.566, -2.854], [1.222, -2.279, -2.051], [0.844, -3.332, -4.696], [2.267, -3.446, -3.640], [2.394, -1.857, -5.859], [3.017, -1.221, -4.323], [0.203, -0.784, -5.421], [1.379, 0.462, -4.949]], "gap_ev": 7.26, "lumo_ev": -0.45, "de_lowest_kcal_mol": 56.5, "molar_mass_g_mol": 1032.5}



# 6
{"formula": "C5H8S", "method": "ωB97M-V/def2-TZVPD", "elements": ["C", "C", "C", "C", "C", "S", "H", "H", "H", "H", "H", "H", "H", "H"], "coordinates": [[0.511, 0.577, -1.145], [0.856, -0.328, -0.222], [-2.232, 0.256, 0.883], [-2.104, 0.656, -0.520], [2.103, -0.607, 0.505], [-2.448, -0.986, -0.370], [0.823, 1.319, -1.785], [0.068, -0.936, 0.204], [-1.277, 0.142, 1.459], [-3.056, 0.593, 1.493], [-2.443, 1.366, -1.255], [2.676, -1.214, -0.185], [2.773, 0.183, 0.792], [1.815, -1.042, 1.542]], "gap_ev": [7.57, 8.71], "lumo_ev": [0.98, -0.59], "de_lowest_kcal_mol": 91.3, "s_squared": 2.018, "molar_mass_g_mol": 100.2, "spin_multiplicity": 3}



# 7
{"formula": "C3H8BrO3S", "method": "ωB97M-V/def2-TZVPD", "elements": ["Br", "O", "S", "O", "O", "C", "C", "C", "H", "H", "H", "H", "H", "H", "H", "H"], "coordinates": [[-12.802, -8.053, -3.317], [-15.612, -12.180, -0.772], [-14.358, -12.086, -1.463], [-13.194, -11.649, -0.774], [-14.025, -13.558, -2.053], [-13.951, -14.581, -1.075], [-12.556, -15.189, -1.021], [-14.556, -11.280, -3.003], [-14.694, -15.366, -1.237], [-14.196, -14.202, -0.078], [-11.807, -14.405, -0.916], [-12.340, -15.751, -1.929], [-12.482, -15.829, -0.141], [-14.876, -12.050, -3.698], [-13.602, -10.811, -3.246], [-15.307, -10.512, -2.849]], "gap_ev": 6.69, "lumo_ev": 2.99, "de_lowest_kcal_mol": 3.1, "molar_mass_g_mol": 204.1, "charge": -1}



# 8
{"formula": "C7H17NS", "method": "ωB97M-V/def2-TZVPD", "elements": ["C", "S", "C", "C", "C", "N", "C", "C", "C", "H", "H", "H", "H", "H", "H", "H", "H", "H", "H", "H", "H", "H", "H", "H", "H", "H"], "coordinates": [[0.741, -1.775, 1.676], [0.931, -0.679, 0.406], [1.492, -1.760, -0.883], [2.700, 0.391, 0.410], [2.577, 1.635, -0.432], [-0.490, -0.441, -0.661], [-1.601, -0.052, 0.151], [-2.948, -0.444, -0.394], [-1.466, 1.450, 0.601], [-0.339, -1.989, 1.841], [1.142, -1.380, 2.534], [2.593, -2.082, -0.833], [1.047, -2.747, -0.892], [1.504, -1.292, -1.937], [2.759, 0.741, 1.558], [3.518, 1.992, -0.401], [1.795, 2.227, 0.038], [2.443, 1.314, -1.423], [-0.341, 0.287, -1.360], [-1.630, -0.713, 1.131], [-3.109, -1.591, -0.559], [-3.773, -0.070, 0.244], [-3.289, 0.059, -1.250], [-2.155, 1.690, 1.308], [-1.695, 2.242, -0.065], [-0.571, 1.708, 1.121]], "gap_ev": 7.60, "lumo_ev": 0.38, "de_lowest_kcal_mol": 198.7, "molar_mass_g_mol": 147.3, "smiles": "C=[S@](C)(=CC)NC(C)C"}